1.
{
  "formula": "C5H12NO2",
  "method": "the ωB97M-V functional and the def2-TZVPD basis",
  "species": ["O", "C", "O", "C", "C", "C", "C", "N", "H", "H", "H", "H", "H", "H", "H", "H", "H", "H", "H", "H"],
  "coordinates": [[2.5960, 0.7838, 0.2007], [1.2123, 0.3796, 0.2498], [0.7126, 0.0723, 1.3746], [1.2445, -0.8735, -0.6829], [-2.2720, -0.3660, 0.1335], [-2.0243, 0.2788, 1.4312], [-2.3684, 0.3693, -1.0397], [0.6067, -0.7777, -1.8348], [0.6449, 1.1390, -0.3637], [1.3618, -1.8350, -0.1469], [-2.5334, -1.4177, 0.0891], [-2.8933, 0.7655, 1.8551], [-1.6639, -0.4689, 2.1359], [-1.1362, 0.8955, 1.3813], [-2.5010, 1.4367, -0.9810], [-1.2122, 0.0247, -0.8212], [-2.7201, -0.0774, -1.9605], [3.0264, 0.6985, 1.0600], [0.7427, -1.5474, -2.5023], [2.0181, -0.4970, -1.5608]],
  "forces_ev_per_angstrom": [[-0.01, 0.34, -0.27], [1.05, 0.69, -0.69], [-0.23, -0.80, 0.28], [-1.40, -1.01, 2.19], [-1.77, 0.85, 0.65], [0.88, -1.25, 0.57], [-0.29, -0.39, 0.01], [1.82, 0.58, -1.84], [0.33, 0.04, 0.09], [0.73, 0.07, -0.48], [0.70, -0.31, -0.16], [-0.37, 0.28, -0.28], [-0.35, -0.12, 0.12], [-0.09, 0.76, -0.13], [0.66, 0.36, 0.11], [-0.15, 0.36, -0.58], [0.21, -0.29, 0.00], [-0.32, -0.09, 0.18], [-0.82, -0.68, 0.61], [-0.56, 0.60, -0.38]],
  "homo_lumo_gap_ev": 6.5,
  "charge": 1,
  "e_lumo_ev": -6.07
}

2.
{
  "formula": "C5H12NO2P",
  "method": "the ωB97M-V functional and the def2-TZVPD basis",
  "species": ["C", "C", "N", "C", "C", "O", "P", "C", "O", "H", "H", "H", "H", "H", "H", "H", "H", "H", "H", "H", "H"],
  "coordinates": [[-1.7365, 1.8313, 0.3268], [-1.6250, 0.2224, 0.6521], [-0.4223, -0.3498, 0.0803], [-0.1389, -1.6487, 0.6801], [1.2857, -2.1122, 0.2649], [2.0806, -0.9303, 0.2109], [1.2453, 0.5442, -0.0170], [1.3545, 0.9518, -1.7310], [1.6927, 1.5998, 0.9474], [-2.2167, 1.8622, -0.6007], [-2.4273, 2.2680, 0.9828], [-0.7752, 2.2763, 0.1087], [-1.8453, 0.0619, 1.7455], [-2.4887, -0.2809, 0.2765], [-0.8753, -2.3686, 0.2563], [-0.0878, -1.7309, 1.7949], [1.6891, -2.7271, 1.1328], [1.2834, -2.5389, -0.7462], [0.5950, 1.7704, -1.8923], [2.3135, 1.1765, -2.1407], [1.0993, 0.1227, -2.3321]],
  "forces_ev_per_angstrom": [[0.64, -3.74, -0.50], [-0.13, 3.01, 0.90], [2.65, 0.84, 0.92], [0.56, -1.41, -0.41], [-0.60, 0.73, 0.76], [-0.67, 2.38, -0.42], [-0.41, -2.76, 2.64], [-1.16, 1.16, -0.28], [-0.95, -1.37, -1.52], [-0.90, 0.09, -1.73], [-0.22, 1.04, 1.32], [0.18, 0.39, 1.02], [1.31, 0.19, -0.47], [-0.59, -0.30, -1.06], [0.32, 0.26, 0.65], [-0.80, 0.68, -0.59], [-0.28, 0.27, -1.67], [0.17, -0.49, 0.49], [0.95, -0.71, -0.07], [0.88, 0.86, 0.44], [-0.94, -1.15, -0.41]],
  "homo_lumo_gap_ev": 10.0,
  "charge": 0,
  "e_lumo_ev": 0.86
}

3.
{
  "formula": "C5H12NOS",
  "method": "the ωB97M-V functional and the def2-TZVPD basis",
  "species": ["C", "C", "C", "C", "S", "N", "C", "O", "H", "H", "H", "H", "H", "H", "H", "H", "H", "H", "H", "H"],
  "coordinates": [[0.2591, -1.4426, 1.3906], [0.0973, -0.4872, 0.1541], [0.9878, 0.7724, 0.2516], [1.4650, 1.2160, -1.1412], [2.4902, 2.6771, -1.0590], [-1.2707, 0.0037, 0.1006], [-2.4206, -0.9942, -0.4246], [-2.9476, -1.5764, 0.6252], [-0.4870, -1.0843, 2.1276], [0.2233, -2.4743, 1.0116], [1.2257, -1.4370, 1.9030], [0.5519, -1.0508, -0.6887], [0.5079, 1.4904, 0.8911], [1.9503, 0.5161, 0.8333], [0.5198, 1.3615, -1.7671], [1.7605, 0.3475, -1.7367], [1.5219, 3.6215, -1.2884], [-1.5895, 0.4691, 0.9406], [-3.0372, -0.2846, -0.9583], [-1.8081, -1.6442, -1.1654]],
  "forces_ev_per_angstrom": [[0.41, 0.40, -0.15], [0.48, 0.61, 2.04], [2.52, -1.85, 0.63], [-3.54, -0.19, -0.27], [0.00, 0.66, -0.65], [0.10, -0.58, -3.37], [2.26, 0.21, 2.31], [-0.65, -0.59, -0.64], [0.15, -1.11, -0.42], [-1.03, 0.17, 0.59], [0.39, 0.50, -0.19], [-1.33, 0.27, -0.19], [-0.31, 0.81, -0.29], [-1.09, 0.20, -0.70], [0.91, 0.72, 0.91], [1.39, 0.21, 0.45], [0.50, -0.66, 0.14], [0.20, -0.50, 0.21], [-0.73, 0.24, -0.79], [-0.64, 0.50, 0.38]],
  "homo_lumo_gap_ev": 5.4,
  "charge": -1,
  "e_lumo_ev": 2.84
}

4.
{
  "formula": "C5H12NOS",
  "method": "the ωB97M-V functional and the def2-TZVPD basis",
  "species": ["C", "C", "N", "C", "C", "O", "C", "S", "H", "H", "H", "H", "H", "H", "H", "H", "H", "H", "H", "H"],
  "coordinates": [[-2.4081, -0.1324, -2.7222], [-1.7860, 0.6536, -1.5448], [-0.4596, 0.0960, -1.3694], [0.0194, -0.1126, 0.0149], [0.0535, 1.2550, 0.6922], [-0.4231, 1.1075, 2.0615], [1.3694, -0.8556, -0.0844], [1.9643, -1.0649, 1.6137], [-2.0609, -1.1913, -2.7805], [-3.4518, 0.0003, -2.8483], [-1.8601, 0.0690, -3.6374], [-1.8685, 1.7148, -1.7506], [-2.4118, 0.5266, -0.6658], [0.2675, 0.4439, -1.9923], [-0.7248, -0.7371, 0.5720], [-0.7308, 1.9176, 0.2332], [1.0776, 1.6682, 0.5657], [0.0855, 0.4973, 2.5922], [1.1989, -1.9041, -0.4486], [2.1633, -0.3478, -0.6994]],
  "forces_ev_per_angstrom": [[1.85, -0.77, -0.34], [-0.18, -1.41, -1.21], [-0.09, -0.25, 0.35], [0.09, 0.15, -1.74], [-0.59, -0.76, 1.33], [-0.47, 1.69, -0.72], [-0.32, -0.67, 0.75], [0.63, -0.04, 0.73], [-0.95, 0.27, 1.31], [-1.07, 0.01, -0.28], [-0.20, 1.25, -0.51], [0.32, 0.54, -0.21], [0.26, -0.38, 0.37], [-0.42, 0.11, 0.33], [0.65, 0.33, -0.55], [0.97, -0.47, 0.41], [-0.54, 0.09, 0.48], [1.04, -0.63, -0.48], [0.03, 1.15, -0.27], [-1.00, -0.21, 0.25]],
  "homo_lumo_gap_ev": 6.1,
  "charge": -1,
  "e_lumo_ev": 3.52
}

5.
{
  "formula": "C5H12NOS",
  "method": "the ωB97M-V functional and the def2-TZVPD basis",
  "species": ["C", "C", "C", "C", "C", "N", "O", "S", "H", "H", "H", "H", "H", "H", "H", "H", "H", "H", "H", "H"],
  "coordinates": [[-0.3638, 2.1292, 1.7777], [-2.5864, -0.1744, 2.0113], [1.0539, -1.0404, -2.3072], [1.3730, 0.2593, -1.6975], [1.0264, -2.2852, -1.8364], [-0.1453, 0.9688, 1.1916], [1.6328, 0.1327, -0.3290], [-0.9923, -0.4317, 1.1501], [-1.4279, 2.5105, 1.8664], [0.2943, 2.9562, 1.8420], [-3.0703, -1.1924, 2.1330], [-3.2123, 0.4782, 1.3873], [-2.5235, 0.2884, 2.9551], [0.6821, -0.9276, -3.4264], [0.8665, 0.7359, 0.9541], [2.2593, 0.7592, -2.2370], [0.4958, 1.0640, -1.8279], [1.4707, -2.5666, -0.8611], [0.8397, -3.1078, -2.4493], [2.3273, -0.5564, -0.2968]],
  "forces_ev_per_angstrom": [[-3.17, -0.90, -2.13], [-0.52, -0.45, -1.60], [-1.88, -0.51, -3.54], [-0.73, 2.75, -1.48], [1.75, 1.40, 1.70], [1.48, 3.49, 3.11], [1.68, -0.90, 0.60], [-1.53, -1.97, -0.08], [1.11, -1.16, 0.54], [1.50, -0.02, -0.07], [0.80, 1.13, -0.39], [-0.02, -0.45, 0.07], [0.57, 0.40, 1.32], [0.86, -0.13, 2.32], [-0.88, 0.23, -0.52], [-1.14, -0.77, 0.72], [1.67, -1.93, 0.30], [-0.64, 0.35, -0.33], [-0.57, -1.01, -1.01], [-0.33, 0.46, 0.49]],
  "homo_lumo_gap_ev": 8.3,
  "charge": 1,
  "e_lumo_ev": -4.83
}

6.
{
  "formula": "C5H12NP",
  "method": "the ωB97M-V functional and the def2-TZVPD basis",
  "species": ["C", "C", "C", "N", "P", "C", "C", "H", "H", "H", "H", "H", "H", "H", "H", "H", "H", "H", "H"],
  "coordinates": [[-1.5410, 2.0683, -1.0856], [-1.2049, 0.9267, -0.2467], [-2.1186, -0.0308, 0.3640], [0.5195, 0.7127, 0.0691], [0.9251, -0.5433, 1.0275], [2.7431, -0.1992, 0.8886], [0.8557, -1.9985, -0.1515], [-2.3304, 1.8052, -1.7943], [-0.6646, 2.4288, -1.6141], [-1.9206, 2.8802, -0.4578], [-2.3449, -0.8532, -0.3277], [-3.0637, 0.4562, 0.6253], [-1.6546, -0.4727, 1.2537], [3.3192, -0.9834, 1.3766], [2.9463, 0.7568, 1.3706], [3.0127, -0.1275, -0.1649], [-0.1429, -2.4299, -0.1408], [1.5724, -2.7533, 0.1623], [1.0923, -1.6430, -1.1543]],
  "forces_ev_per_angstrom": [[0.00, 0.16, -0.13], [7.50, -1.37, 1.78], [-0.21, -0.20, 0.04], [-7.70, 2.85, -2.75], [0.94, -1.48, 0.55], [-0.31, -0.17, 0.21], [-0.18, 0.41, 0.31], [-0.01, 0.05, -0.05], [0.04, 0.02, -0.03], [-0.08, 0.08, 0.01], [-0.04, 0.04, 0.05], [0.00, -0.08, -0.01], [-0.16, 0.02, -0.01], [0.09, -0.02, 0.03], [0.03, -0.06, 0.02], [0.04, -0.03, 0.01], [-0.04, -0.08, -0.05], [0.04, -0.09, 0.03], [0.05, -0.05, -0.02]],
  "homo_lumo_gap_ev": [7.2, 8.1],
  "charge": 0,
  "e_lumo_ev": [-0.31, 0.39]
}

7.
{
  "formula": "C5H12NS",
  "method": "the ωB97M-V functional and the def2-TZVPD basis",
  "species": ["C", "C", "C", "S", "H", "H", "H", "H", "H", "H", "H", "C", "C", "N", "H", "H", "H", "H", "H"],
  "coordinates": [[-0.6169, -0.8705, -2.2689], [-1.1953, -1.7420, -1.1855], [-0.6106, -1.3685, 0.1758], [1.2032, -1.4407, 0.2160], [-0.7313, 0.1863, -2.0133], [-1.1514, -0.9624, -3.2150], [0.4458, -1.1123, -2.3722], [-2.3050, -1.6994, -1.1332], [-0.9597, -2.8111, -1.3372], [-0.9575, -2.1320, 0.8676], [-0.9375, -0.3819, 0.5114], [0.2044, 2.3547, 0.7342], [0.9046, 1.9988, 1.8474], [2.0100, 1.1347, 1.8423], [0.4043, 1.9077, -0.2563], [-0.6016, 3.0845, 0.8314], [0.6223, 2.5114, 2.7778], [1.9091, 0.3722, 1.1841], [2.3630, 0.9705, 2.7936]],
  "forces_ev_per_angstrom": [[-0.22, 0.18, -0.51], [-0.39, -0.35, 0.54], [0.20, -0.48, 0.10], [0.40, -0.29, -0.17], [0.24, 0.02, 0.24], [0.09, -0.34, -0.26], [-0.23, 0.26, -0.11], [0.36, 0.22, -0.12], [0.07, 0.36, -0.22], [-0.29, 0.14, 0.39], [-0.21, 0.00, -0.08], [0.33, -0.37, 0.53], [0.13, 0.36, -1.44], [-0.70, 2.21, 1.88], [-0.08, 0.27, 0.71], [0.18, -0.31, -0.06], [0.38, -0.38, -0.16], [0.05, -1.01, -0.15], [-0.32, -0.48, -1.09]],
  "homo_lumo_gap_ev": 6.6,
  "charge": -1,
  "e_lumo_ev": 4.01
}

In the order shown, the computed energy relative to the best compared isomer or geometry (same formula, charge and spin) values come out to 846.36, 24.85, 320.02, 180.86, 231.61, 282.95, 55.36 kJ/mol.